90
Properties=species:S:1:pos:R:3:forces:R:3 method="wB97M-V/def2-TZVPD" lumo_ev="-2.5 / -6.5" e_tot_ha=-2920.22307 s_squared=0.76 homo_ev="-9.926 / -9.926" spin_multiplicity=2 charge=+1
C 9.472 -22.354 13.913 -0.27 -0.40 0.29
S 10.795 -23.346 13.066 1.08 0.21 -0.23
O 12.029 -23.420 13.959 -1.98 -0.14 -0.62
C 9.953 -24.986 12.942 0.14 0.92 1.02
H 8.446 -22.665 13.718 0.10 -0.48 -0.48
H 9.510 -21.317 13.580 0.47 -0.05 -0.01
H 9.571 -22.433 14.995 0.41 0.03 0.06
H 9.269 -24.996 13.791 -0.20 -0.47 -0.24
H 10.692 -25.779 13.056 0.06 0.23 -0.14
H 9.455 -25.013 11.973 -0.03 -0.04 0.18
C 5.265 -21.628 13.166 -0.18 0.14 -0.22
S 4.710 -23.395 12.802 -0.56 1.90 -0.39
O 3.596 -23.644 13.761 0.47 -0.02 -0.71
C 4.035 -22.883 11.110 0.45 -0.36 -0.15
H 5.887 -21.191 12.384 0.41 -0.49 -0.08
H 5.752 -21.538 14.137 0.14 -0.54 0.00
H 4.442 -20.915 13.206 -0.63 -0.50 0.01
H 3.940 -23.690 10.384 -0.38 -0.69 0.70
H 4.782 -22.303 10.569 0.14 0.58 0.56
H 3.084 -22.354 11.184 0.16 0.03 0.30
C 10.739 -14.880 20.269 -0.92 0.36 -0.09
S 11.309 -16.104 19.030 -0.10 0.34 0.18
O 10.418 -17.338 19.074 0.12 1.25 -0.38
C 10.909 -15.063 17.561 -0.29 -0.50 0.33
H 11.473 -14.093 20.443 0.48 -0.52 0.11
H 10.394 -15.362 21.184 0.72 -0.32 0.03
H 9.854 -14.316 19.975 -0.16 -0.26 -0.64
H 11.242 -15.594 16.668 0.07 0.02 0.07
H 11.409 -14.098 17.640 0.20 -0.16 0.13
H 9.837 -14.880 17.501 -0.07 -0.12 0.12
N 1.536 -18.317 16.647 0.00 1.54 -2.00
C 2.649 -18.522 15.902 1.89 -0.09 -0.88
C 2.731 -17.650 14.785 -1.13 -1.41 1.98
C 1.522 -16.918 14.824 -0.54 -0.26 1.64
C 0.829 -17.309 15.996 -0.01 -0.30 -0.66
H 1.229 -18.836 17.457 0.18 0.17 -0.25
H 3.369 -19.264 16.215 -0.02 -0.05 -0.01
H 3.483 -17.615 14.010 -0.06 -0.13 0.30
H 1.252 -16.181 14.082 -0.35 0.01 0.30
H -0.156 -17.114 16.393 0.07 0.48 -0.32
N 12.932 -18.833 16.505 0.06 -0.19 -1.43
C 12.695 -19.360 15.271 1.09 2.08 -1.18
C 12.275 -20.642 15.383 -0.68 0.54 -3.39
C 12.129 -20.922 16.694 0.50 0.72 3.02
C 12.667 -19.797 17.390 -1.56 -1.39 1.85
H 13.336 -17.909 16.554 0.09 -0.41 0.82
H 13.015 -18.692 14.485 -0.27 -0.56 -0.60
H 12.028 -21.256 14.530 0.16 -0.16 0.27
H 11.604 -21.811 17.012 0.58 0.00 0.72
H 12.761 -19.569 18.442 -0.09 -0.34 0.03
N 8.056 -18.013 12.123 2.17 0.99 1.45
C 7.103 -17.310 12.790 0.90 -0.45 1.47
C 5.911 -17.719 12.275 -0.78 2.77 2.56
C 6.232 -18.448 11.193 -4.19 -2.77 -3.64
C 7.510 -18.742 11.144 3.26 -0.20 -0.89
H 9.048 -17.913 12.284 -0.22 -0.03 -0.08
H 7.398 -16.771 13.678 -0.29 0.19 -0.13
H 4.967 -17.438 12.717 -0.05 0.05 -0.64
H 5.517 -18.748 10.441 -0.09 -0.36 0.11
H 8.207 -19.240 10.486 -0.59 -0.16 -0.31
N 4.372 -17.115 20.638 0.33 -0.51 0.65
C 4.876 -18.233 20.026 0.56 1.00 -0.38
C 4.479 -19.316 20.751 0.39 -1.91 -2.02
C 3.619 -18.920 21.738 0.00 2.15 2.10
C 3.725 -17.522 21.768 -1.79 -0.45 -0.34
H 4.399 -16.165 20.297 0.36 -0.11 0.16
H 5.568 -18.106 19.206 -0.20 -0.25 -0.07
H 4.682 -20.344 20.489 0.15 0.04 -0.03
H 3.062 -19.517 22.445 0.24 0.01 -0.01
H 3.215 -16.814 22.404 0.01 0.00 -0.10
N 9.195 -18.574 16.880 -0.82 0.18 0.18
C 8.892 -19.324 15.801 1.99 -0.61 -0.40
C 7.571 -19.133 15.421 -1.20 -0.36 0.03
C 7.030 -18.332 16.366 -0.55 0.73 0.24
C 8.060 -17.979 17.317 -0.12 -0.30 -0.34
H 10.109 -18.507 17.303 0.21 -0.01 0.57
H 9.684 -19.950 15.417 -0.02 -0.05 -0.26
H 6.958 -19.576 14.650 0.58 -0.09 -0.27
H 5.998 -18.023 16.287 -0.01 0.25 0.66
H 8.019 -17.458 18.262 0.08 0.15 -0.13
N 6.880 -14.995 21.595 -0.61 -0.49 0.77
C 7.288 -15.268 20.346 1.21 -0.66 -0.28
C 6.499 -14.595 19.470 -0.65 0.01 -0.22
C 5.479 -13.935 20.245 0.02 -0.86 -0.54
C 5.715 -14.290 21.549 0.20 0.54 0.73
H 7.264 -15.388 22.443 -0.14 -0.02 -0.27
H 8.057 -16.018 20.232 0.21 0.27 -0.34
H 6.552 -14.682 18.395 -0.01 0.24 0.03
H 4.621 -13.462 19.789 0.07 0.26 0.40
H 5.231 -14.194 22.509 -0.38 0.63 -0.34

82
Properties=species:S:1:pos:R:3:forces:R:3 method="wB97M-V/def2-TZVPD" lumo_ev=0.5 e_tot_ha=-1472.94860 homo_ev=-9.032 smiles="CC1(C)[C@@H](O)CC[C@@]2(C)[C@H]1CC[C@]1(C)[C@H]2[C@@H](O)C=C2[C@H]3C[C@@](C)(C(=O)O)CC[C@]3(C)CC[C@@]21C"
C -5.104 -1.035 1.536 0.09 -0.08 -0.19
C -4.014 -1.649 0.657 -0.01 -0.35 -0.19
C -3.573 -2.960 1.330 -0.12 0.19 -0.08
C -4.586 -2.038 -0.726 0.27 0.40 -0.15
O -5.739 -2.837 -0.530 -0.25 -0.15 0.02
C -4.897 -0.821 -1.594 0.14 -0.18 0.13
C -3.640 0.008 -1.835 -0.05 -0.06 0.07
C -2.969 0.463 -0.520 0.09 -0.06 -0.25
C -3.890 1.571 0.026 -0.01 -0.12 0.05
C -2.777 -0.745 0.425 -0.20 0.12 0.18
C -2.098 -0.293 1.719 0.17 -0.14 -0.20
C -0.713 0.290 1.439 -0.11 0.10 0.11
C -0.722 1.459 0.437 0.05 0.01 0.11
C -1.314 2.688 1.140 0.05 -0.17 -0.06
C -1.544 1.050 -0.822 0.04 -0.08 -0.13
C -0.744 0.123 -1.776 0.05 -0.30 0.27
O -0.808 0.724 -3.070 -0.15 0.09 -0.42
C 0.670 -0.197 -1.384 -0.03 0.04 -0.19
C 1.376 0.533 -0.534 0.01 -0.18 -0.05
C 2.686 0.108 0.074 0.13 -0.16 -0.33
C 3.245 -1.197 -0.490 -0.13 0.10 0.26
C 4.522 -1.652 0.246 0.08 -0.12 -0.10
C 4.206 -2.172 1.652 -0.04 0.06 -0.15
C 5.077 -2.797 -0.588 0.34 0.19 -0.14
O 6.035 -2.737 -1.312 0.13 0.00 -0.07
O 4.347 -3.916 -0.479 -0.48 -0.47 0.19
C 5.554 -0.520 0.283 -0.03 0.02 -0.05
C 4.972 0.796 0.788 -0.07 -0.19 -0.17
C 3.718 1.248 0.023 0.12 0.10 0.18
C 4.087 1.585 -1.426 -0.04 -0.15 0.18
C 3.113 2.491 0.719 -0.10 -0.04 0.04
C 1.635 2.363 1.112 0.01 0.03 -0.05
C 0.751 1.808 -0.018 -0.04 0.16 0.05
C 0.719 2.859 -1.144 -0.01 -0.10 0.07
H -5.907 -1.759 1.647 -0.09 0.00 0.08
H -5.521 -0.131 1.110 -0.12 0.17 0.00
H -4.709 -0.806 2.522 0.04 0.07 0.13
H -2.705 -3.385 0.830 0.13 -0.07 -0.06
H -3.332 -2.806 2.378 0.06 -0.02 0.13
H -4.389 -3.675 1.272 -0.04 -0.11 0.05
H -3.818 -2.641 -1.244 0.00 0.10 0.09
H -6.140 -3.003 -1.389 0.01 0.00 0.04
H -5.690 -0.242 -1.121 -0.08 0.01 0.01
H -5.285 -1.163 -2.560 -0.05 0.01 0.02
H -2.975 -0.601 -2.442 0.11 0.02 -0.08
H -3.883 0.893 -2.427 0.05 0.03 -0.09
H -4.908 1.431 -0.323 -0.11 -0.01 0.02
H -3.566 2.541 -0.339 0.03 0.12 -0.01
H -3.928 1.602 1.108 -0.05 0.10 0.13
H -2.053 -1.399 -0.078 0.04 -0.06 -0.05
H -2.713 0.430 2.252 -0.10 0.02 0.09
H -1.966 -1.149 2.381 -0.06 0.02 0.08
H -0.085 -0.514 1.052 0.02 -0.04 0.09
H -0.284 0.627 2.385 0.11 -0.01 0.03
H -2.226 2.443 1.664 -0.14 0.04 0.06
H -0.621 3.063 1.887 0.06 0.04 0.09
H -1.530 3.489 0.439 -0.07 0.14 -0.05
H -1.720 1.955 -1.410 0.01 0.02 0.01
H -1.235 -0.861 -1.836 0.00 0.23 0.06
H -0.266 0.207 -3.675 0.01 0.02 0.03
H 1.056 -1.108 -1.818 0.14 -0.19 0.06
H 2.467 -0.072 1.134 -0.03 0.03 0.09
H 2.498 -1.986 -0.390 -0.02 -0.02 -0.10
H 3.468 -1.075 -1.552 -0.05 -0.02 -0.10
H 3.455 -2.956 1.608 -0.06 -0.04 0.06
H 5.105 -2.581 2.109 0.07 -0.04 0.09
H 3.837 -1.371 2.285 -0.03 0.08 0.11
H 4.721 -4.610 -1.044 0.12 0.29 0.00
H 5.964 -0.392 -0.720 0.05 -0.02 0.05
H 6.385 -0.816 0.927 0.07 -0.03 -0.06
H 5.737 1.572 0.710 0.01 0.07 0.09
H 4.720 0.691 1.846 -0.03 0.10 0.09
H 4.649 0.782 -1.892 0.06 -0.07 -0.14
H 3.192 1.754 -2.019 -0.06 0.06 -0.14
H 4.703 2.482 -1.455 0.05 0.10 -0.01
H 3.236 3.361 0.074 0.04 0.06 0.01
H 3.674 2.706 1.632 0.05 0.04 -0.02
H 1.552 1.726 1.994 -0.04 0.04 0.11
H 1.300 3.361 1.393 -0.08 -0.04 0.09
H 0.168 3.740 -0.827 -0.06 0.16 0.04
H 0.265 2.465 -2.046 -0.01 0.03 -0.10
H 1.726 3.176 -1.393 0.10 0.07 -0.06